Record 1
This record from the OMol25 dataset describes a molecular structure, C29H29Br2N4O6PdS at a distorted geometry. The level of theory is ωB97M-V/def2-TZVPD.

Last column: Mulliken spin population.
CARTESIAN COORDINATES (ANGSTROEM)
Pd1 0.091 -0.146 0.151  1.586
Br1 -1.035 1.800 3.250  0.003
C1 -1.437 -0.035 3.028  -0.008
C2 -2.163 -0.633 4.042  0.001
C3 -2.438 -1.987 3.951  -0.004
C4 -2.000 -2.661 2.828  0.008
C5 -1.328 -1.974 1.836  -0.014
N1 -1.013 -0.656 1.930  0.070
C6 -1.048 -2.699 0.518  0.013
O1 -1.219 -3.905 0.486  0.009
O2 -0.697 -1.940 -0.454  0.091
H1 -2.494 -0.038 4.879  0.001
H2 -2.994 -2.487 4.732  -0.001
H3 -2.171 -3.716 2.666  0.000
C7 1.070 7.812 1.643  0.000
C8 0.020 6.972 0.913  0.001
C9 -1.313 7.120 1.663  0.000
C10 -0.117 7.522 -0.515  0.000
C11 0.399 5.494 0.863  0.005
C12 -0.418 4.598 0.191  -0.008
C13 -0.111 3.257 0.188  -0.014
Br2 -1.390 2.102 -0.697  0.101
C14 1.000 2.681 0.845  0.034
O3 1.207 1.399 0.888  0.018
C15 1.857 3.614 1.506  0.000
C16 1.520 4.963 1.490  -0.001
C17 3.146 3.250 2.272  0.004
C18 3.524 1.765 2.342  0.000
C19 4.326 3.979 1.606  -0.001
C20 3.009 3.733 3.727  0.000
H4 0.770 8.862 1.620  0.000
H5 2.048 7.728 1.165  0.000
H6 1.160 7.514 2.689  0.000
H7 -1.610 8.172 1.710  0.000
H8 -1.209 6.746 2.684  0.000
H9 -2.113 6.561 1.176  0.000
H10 -0.327 8.595 -0.485  0.000
H11 -0.923 7.036 -1.065  0.000
H12 0.810 7.364 -1.068  0.000
H13 -1.305 4.929 -0.334  -0.012
H14 2.180 5.643 2.012  0.002
H15 3.728 1.353 1.356  0.001
H16 2.744 1.170 2.809  -0.001
H17 4.434 1.671 2.942  0.001
H18 4.436 3.661 0.568  0.000
H19 5.251 3.746 2.139  0.000
H20 4.192 5.062 1.615  0.000
H21 2.156 3.245 4.206  0.000
H22 2.862 4.812 3.788  0.000
H23 3.913 3.484 4.288  0.000
O4 6.316 2.863 -5.355  0.000
S1 6.093 2.476 -6.732  0.000
O5 7.007 1.466 -7.235  0.000
O6 5.825 3.578 -7.639  0.000
C21 4.477 1.563 -6.722  0.000
N2 4.053 1.153 -7.915  -0.001
C22 2.890 0.502 -7.899  0.000
C23 2.186 0.261 -6.736  -0.001
C24 2.735 0.708 -5.534  -0.001
N3 3.897 1.380 -5.556  -0.001
C25 2.145 0.475 -4.220  -0.003
C26 0.902 -0.133 -4.023  0.005
C27 0.428 -0.338 -2.749  0.002
N4 1.108 0.013 -1.648  0.116
C28 2.303 0.594 -1.826  -0.020
C29 2.843 0.846 -3.065  0.007
H24 2.530 0.162 -8.864  0.000
H25 1.249 -0.280 -6.762  0.000
H26 0.295 -0.443 -4.863  0.000
H27 -0.524 -0.823 -2.585  0.005
H28 2.833 0.869 -0.924  0.006
H29 3.808 1.322 -3.176  0.001

Calculated values
spin multiplicity: 3
LUMO (alpha / beta): 1.229 / -0.265 eV
gap between HOMO and LUMO (alpha / beta): 6.608 / 5.114 eV
charge: -1
relative energy (zero: lowest compared OMol25 entry of this formula, charge and spin): 13.1 kcal/mol
highest occupied orbital energy (alpha / beta): -5.4 / -5.4 eV

***

Record 2
This record from the OMol25 dataset describes a molecular structure, C29H29MgN7O5Te at a distorted geometry. The level of theory is ωB97M-V/def2-TZVPD.

Last column: Löwdin charge in e.
CARTESIAN COORDINATES (ANGSTROEM)
Mg1 0.406 0.640 -0.419  0.676
O1 -0.379 0.337 1.304  -0.127
C1 -0.313 0.958 2.367  -0.255
C2 0.636 1.955 2.780  -0.111
C3 0.457 2.441 4.092  0.025
C4 1.223 3.476 4.593  -0.187
C5 2.272 4.006 3.852  -0.047
C6 2.418 3.647 2.503  -0.023
C7 1.689 2.598 2.009  -0.198
O2 1.887 2.376 0.640  -0.120
N1 0.979 3.962 5.944  -0.360
O3 1.547 4.924 6.394  0.047
O4 0.183 3.311 6.653  0.003
H1 -1.173 0.792 3.083  0.128
H2 -0.343 2.055 4.692  0.109
H3 2.859 4.833 4.245  0.097
H4 3.174 4.041 1.840  0.109
N2 -2.104 3.973 -1.611  0.010
C8 -1.495 3.379 -0.564  -0.121
N3 -0.638 2.467 -1.006  0.091
C9 -0.906 2.386 -2.356  -0.319
N4 -1.741 3.328 -2.784  0.097
C10 -0.344 1.287 -3.139  -0.255
C11 -0.142 1.441 -4.547  -0.159
N5 0.343 0.516 -5.320  0.018
C12 0.741 -0.608 -4.632  -0.171
C13 0.704 -0.753 -3.274  -0.156
N6 0.114 0.194 -2.442  -0.005
H5 -2.903 4.594 -1.610  0.142
H6 -1.541 3.691 0.442  0.121
H7 -0.580 2.330 -5.011  0.101
H8 1.037 -1.450 -5.220  0.076
H9 1.031 -1.664 -2.818  -0.014
C14 -3.290 -0.242 -4.192  -0.076
C15 -2.918 -1.221 -3.134  -0.266
O5 -3.342 -0.685 -1.862  -0.160
C16 -2.905 -1.445 -0.764  -0.301
C17 -3.342 -0.845 0.551  -0.069
H10 -3.017 -0.603 -5.178  0.078
H11 -2.795 0.747 -4.011  0.074
H12 -4.324 -0.101 -4.138  0.046
H13 -1.885 -1.407 -3.078  0.071
H14 -3.392 -2.237 -3.348  0.137
H15 -1.792 -1.495 -0.736  0.101
H16 -3.256 -2.480 -0.917  0.120
H17 -2.844 0.128 0.574  0.057
H18 -2.964 -1.424 1.403  0.075
H19 -4.413 -0.728 0.666  0.063
N7 2.162 1.015 0.314  -0.077
C18 3.437 0.630 0.258  -0.275
C19 3.747 -0.760 -0.141  0.006
C20 5.078 -1.180 -0.147  -0.128
C21 6.106 -0.369 0.223  -0.182
C22 5.817 0.892 0.612  -0.146
C23 4.538 1.427 0.574  -0.039
H20 2.988 -1.358 -0.623  0.064
H21 5.233 -2.136 -0.548  0.079
H22 7.166 -0.629 0.141  0.089
H23 6.689 1.507 0.788  0.087
H24 4.353 2.419 0.880  0.065
Te1 0.668 -4.092 -1.182  0.429
C24 -0.824 -4.444 0.287  -0.756
C25 -0.844 -3.836 1.597  -0.141
C26 -1.673 -4.399 2.619  -0.124
C27 -2.608 -5.393 2.305  -0.165
C28 -2.646 -5.921 1.030  -0.148
C29 -1.732 -5.474 0.067  -0.231
H25 -0.232 -3.005 1.891  0.075
H26 -1.577 -3.939 3.610  0.087
H27 -3.400 -5.664 3.067  0.096
H28 -3.417 -6.653 0.746  0.088
H29 -1.651 -6.057 -0.886  0.075

Calculated values
LUMO (alpha / beta): 3.993 / 3.871 eV
gap between HOMO and LUMO (alpha / beta): 4.825 / 4.968 eV
charge: -2
relative energy (zero: lowest compared OMol25 entry of this formula, charge and spin): 36.6 kcal/mol
highest occupied orbital energy (alpha / beta): -0.8 / -1.1 eV

***

Record 3
This record from the OMol25 dataset describes a molecular structure, C29H30AgN8O. The level of theory is ωB97M-V/def2-TZVPD.

Last column: Löwdin charge in e.
CARTESIAN COORDINATES (ANGSTROEM)
Ag1 -0.279 -0.427 -0.108  0.703
C1 1.733 2.464 0.224  -0.115
N1 0.347 2.165 -0.109  -0.181
C2 -0.003 2.578 -1.458  -0.145
C3 0.680 1.754 -2.523  -0.272
C4 1.146 2.347 -3.690  -0.012
C5 1.694 1.546 -4.678  -0.050
C6 1.771 0.180 -4.463  -0.053
C7 1.296 -0.323 -3.263  -0.131
N2 0.757 0.439 -2.314  0.068
C8 -0.586 2.696 0.876  -0.143
C9 -0.519 1.962 2.190  -0.270
C10 -0.296 2.629 3.386  -0.013
C11 -0.310 1.911 4.573  -0.046
C12 -0.551 0.550 4.523  -0.046
C13 -0.754 -0.036 3.282  -0.132
N3 -0.733 0.644 2.141  0.075
C14 2.684 1.304 0.452  -0.252
C15 4.018 1.637 0.697  -0.022
C16 4.945 0.634 0.887  -0.053
C17 4.519 -0.685 0.814  -0.055
C18 3.180 -0.920 0.573  -0.140
N4 2.271 0.046 0.408  0.081
H1 1.769 3.083 1.127  0.131
H2 2.177 3.082 -0.566  0.134
H3 0.218 3.642 -1.634  0.131
H4 -1.083 2.452 -1.582  0.114
H5 1.079 3.419 -3.816  0.116
H6 2.059 1.981 -5.599  0.114
H7 2.196 -0.485 -5.203  0.108
H8 1.352 -1.384 -3.045  0.110
H9 -1.598 2.580 0.479  0.114
H10 -0.427 3.771 1.053  0.131
H11 -0.120 3.697 3.380  0.116
H12 -0.140 2.409 5.518  0.115
H13 -0.584 -0.052 5.419  0.110
H14 -0.947 -1.100 3.201  0.098
H15 4.315 2.678 0.730  0.120
H16 5.983 0.871 1.077  0.114
H17 5.205 -1.510 0.938  0.108
H18 2.807 -1.935 0.496  0.094
N5 -0.261 -7.710 1.418  0.183
C19 0.107 -6.669 2.200  -0.494
O1 0.508 -6.805 3.336  0.078
C20 -0.013 -5.289 1.598  -0.114
C21 -0.739 -4.981 0.455  -0.001
C22 -0.782 -3.665 0.024  -0.121
N6 -0.151 -2.674 0.652  -0.003
C23 0.539 -2.973 1.755  -0.149
C24 0.632 -4.254 2.263  0.020
H19 -0.168 -8.634 1.804  0.121
H20 -0.495 -7.613 0.448  0.093
H21 -1.296 -5.726 -0.097  0.111
H22 -1.352 -3.388 -0.855  0.109
H23 1.027 -2.141 2.249  0.097
H24 1.187 -4.466 3.166  0.126
N7 -5.537 2.377 -2.682  0.130
C25 -4.545 1.584 -2.188  -0.319
C26 -4.418 1.339 -0.815  -0.015
C27 -3.371 0.563 -0.365  -0.166
N8 -2.445 0.019 -1.161  -0.014
C28 -2.573 0.250 -2.471  -0.165
C29 -3.580 1.010 -3.026  -0.014
H25 -6.323 2.593 -2.094  0.105
H26 -5.726 2.358 -3.669  0.105
H27 -5.128 1.749 -0.109  0.113
H28 -3.258 0.368 0.695  0.101
H29 -1.819 -0.194 -3.110  0.102
H30 -3.618 1.155 -4.098  0.113

Calculated values
LUMO: -2.128 eV
gap between HOMO and LUMO: 8.543 eV
charge: +1
highest occupied orbital energy: -10.7 eV